No. 1
C4H9NO | wB97M-V/def2-TZVPD

Values from the calculation:
SMILES string: C[C@@H]1NC[C@@H]1O
Largest force on an atom (eV/Å): 0.9
Highest occupied orbital energy (eV): -9.52
Energy above the lowest of the compared OMol25 structures with the same formula, charge and spin (kcal per mole): 54.0
E_tot (hartree): -287.7464

CARTESIAN COORDINATES (ANGSTROEM)
1 H -2.0436 -0.4891 0.7158
2 H 2.2703 0.0476 -0.7691
3 O -0.1938 1.4718 1.1860
4 C -0.2566 -0.2741 -0.4776
5 C 0.2218 1.1308 -0.1084
6 H 0.0443 0.6405 1.6500
7 H -2.3296 -0.1994 -1.0172
8 C 1.6391 0.3632 0.0820
9 N 0.7456 -0.7465 0.4950
10 H 2.3027 0.7485 0.8669
11 C -1.6865 -0.7126 -0.2932
12 H -1.7668 -1.7899 -0.4761
13 H 1.0669 -1.7015 0.4327
14 H -0.0863 1.9533 -0.7695
15 H 0.0725 -0.4427 -1.5175

---

No. 2
C4H9NO | wB97M-V/def2-TZVPD

Values from the calculation:
Charge: +1
Largest force on an atom (eV/Å): 2.0
Spin multiplicity: 2
Highest occupied orbital energy (alpha / beta) (eV): -14.84 / -14.95
Energy above the lowest of the compared OMol25 structures with the same formula, charge and spin (kcal per mole): 77.1
E_tot (hartree): -287.3779

CARTESIAN COORDINATES (ANGSTROEM)
1 H -0.0127 4.0197 3.3742
2 H -0.2520 -2.4033 -0.9183
3 H 2.0401 -2.4856 -0.1337
4 O 1.2098 0.4842 -0.5118
5 H -2.1500 -0.6378 -1.4062
6 H -0.7067 0.7444 -0.7608
7 N 2.2612 -1.5445 -0.4689
8 C -1.5045 0.5241 0.2285
9 H 2.8187 -1.5354 -1.3133
10 H -0.8644 0.4214 1.0917
11 H -2.3143 1.2034 0.0621
12 C -1.3048 -0.4842 -0.7458
13 H -0.1758 3.7841 2.6893
14 C -0.1811 -1.3610 -0.6573
15 C 1.1365 -0.7295 -0.5295

---

Look up the E_tot of the second one. -287.3779 hartree

---

Look up the energy above the lowest of the compared OMol25 structures with the same formula, charge and spin of the first one. 54.0 kcal per mole